# C10H26AgNO6

A structure of composition C10H26AgNO6 at a distorted geometry (ωB97M-V with the def2-TZVPD basis set, the Open Molecules 2025 dataset).

Output
LUMO level (alpha / beta) = 3.04 / 2.61 eV
DFT total energy = -1049.670929 Ha
total charge = -1
HOMO energy (alpha / beta) = -3.5 / -3.0 eV
F_max = 2.573 eV/A
gap between HOMO and LUMO (alpha / beta) = 6.54 / 5.62 eV
2S+1 = 2

Geometry as XYZ:
```
44
Properties=species:S:1:pos:R:3:forces:R:3:lowdin_charge:R:1
Ag -15.735457 4.885889 17.129681 -1.69 -0.15 1.93 0.90
C -18.586976 6.716160 16.902678 0.44 -0.83 -0.97 -0.30
O -18.013558 5.582273 17.444717 0.05 -0.33 0.11 -0.25
H -18.852955 6.599504 15.832635 0.44 -0.01 -0.17 0.06
H -19.600693 6.874317 17.299191 0.24 0.27 0.79 0.07
H -17.888682 7.550982 16.992297 -0.42 0.53 0.11 0.05
C -15.698452 3.486203 20.389316 0.06 -0.13 -1.96 -0.37
O -16.352467 3.708350 19.184092 0.10 -0.18 -0.07 -0.41
H -16.402824 3.326688 21.218676 0.03 0.34 0.29 0.04
H -15.084773 2.558693 20.342315 0.17 -0.13 0.25 0.04
H -14.977303 4.299252 20.575587 -0.12 0.14 0.74 0.03
C -14.829398 7.061322 13.617462 0.46 -1.21 0.20 -0.02
C -15.128569 6.261555 14.890213 -0.31 -0.42 0.44 -0.75
O -14.976517 5.008703 14.888343 0.37 0.35 -1.13 -0.11
O -15.544235 6.857414 15.915240 0.16 0.99 -0.42 -0.10
H -14.263223 6.371480 12.986811 -0.05 0.24 -0.20 0.06
H -14.210013 7.928113 13.830089 -0.30 0.26 0.01 0.06
H -15.765406 7.291707 13.115096 0.00 0.34 0.05 0.07
C -11.398491 5.531241 18.973982 0.57 -0.82 0.23 -0.06
C -12.912257 5.519298 18.854513 -0.93 -0.77 -0.52 -0.40
C -13.564296 6.807955 19.270659 -0.53 1.30 0.54 -0.22
O -14.959619 6.734177 19.142175 0.03 -0.74 -0.02 -0.21
C -15.575683 7.971203 19.255724 -0.15 0.70 0.07 -0.12
N -13.435908 5.096820 17.532251 1.14 0.49 -0.27 0.03
H -10.967142 4.720724 18.375467 -0.18 0.20 -0.32 0.07
H -11.055559 5.226024 19.968479 -0.23 0.53 0.21 0.07
H -10.902836 6.458176 18.685725 -0.16 0.12 -0.03 0.07
H -13.349810 4.739105 19.484975 0.37 0.13 0.37 0.12
H -13.233385 7.717043 18.738686 0.38 -0.38 -0.53 0.13
H -13.338152 7.066969 20.318441 0.27 -0.39 0.12 0.13
H -15.232322 8.647045 18.462196 0.02 0.07 0.00 0.09
H -15.380510 8.439246 20.231966 0.17 0.02 0.05 0.08
H -16.655417 7.882479 19.170840 -0.01 -0.44 -0.15 0.09
H -13.287602 5.805791 16.813318 -0.08 0.07 0.15 0.08
H -12.903188 4.293197 17.210653 -0.22 -0.10 0.07 0.08
C -14.088626 1.343327 15.130909 0.31 0.59 -0.88 -0.10
C -15.548531 1.565894 15.447298 0.26 -0.21 0.74 -0.32
O -15.704608 2.450236 16.551317 -0.02 -0.47 -0.45 -0.14
H -13.975628 0.962310 14.107854 -0.02 -0.54 0.27 0.07
H -13.608469 0.704330 15.870250 0.15 -0.02 -0.10 0.07
H -13.581356 2.310193 15.052521 -0.06 0.02 0.44 0.07
H -15.983639 0.597050 15.722999 -0.29 0.06 -0.34 0.11
H -16.053699 1.983304 14.578812 -0.17 0.14 0.16 0.11
H -15.622724 1.958253 17.377166 -0.25 0.38 0.18 0.08
```
Forces are in eV/Å.

***

# C10H26BF6HgN3O6S2

A structure of composition C10H26BF6HgN3O6S2 at a distorted geometry (ωB97M-V with the def2-TZVPD basis set, the Open Molecules 2025 dataset).

Output
LUMO level = -0.24 eV
DFT total energy = -2585.916546 Ha
HOMO energy = -9.4 eV
F_max = 5.215 eV/A
energy above the lowest of the compared OMol25 structures with the same formula, charge and spin = 3.9696 eV
gap between HOMO and LUMO = 9.13 eV

Geometry as XYZ:
```
55
Properties=species:S:1:pos:R:3:forces:R:3:lowdin_charge:R:1
Hg 0.262293 0.135474 -0.014997 1.61 0.00 0.58 1.14
C 1.327182 -3.990627 0.805833 -1.56 -0.42 0.11 -0.60
F 1.743882 -4.611015 -0.270251 0.68 0.82 -0.26 0.16
F 1.024462 -4.993749 1.662011 0.07 1.23 0.26 0.12
F 2.219061 -3.143542 1.335382 -0.56 -0.81 -0.52 0.15
S -0.354277 -3.006210 0.404727 0.31 0.76 0.95 0.71
O -1.375025 -3.983016 0.091820 1.03 0.99 0.39 -0.29
O -0.606951 -2.134648 1.563128 0.72 -1.04 -1.42 -0.36
N 0.092254 -1.932988 -0.914497 -1.03 -3.86 2.02 -0.36
S -0.379131 -2.792120 -2.195493 -0.74 0.24 -5.16 0.64
O -0.093734 -4.224079 -2.190033 -0.18 2.05 0.19 -0.30
O -1.665361 -2.315704 -2.739502 1.17 -0.70 1.51 -0.33
C 0.751837 -2.039402 -3.640643 -0.40 -0.23 1.44 -0.53
F 1.104734 -0.782322 -3.293914 -0.34 -0.73 -0.69 0.09
F 1.886852 -2.777603 -3.707394 -1.37 0.76 -0.87 0.12
F 0.004961 -1.986857 -4.803645 1.88 -0.40 1.75 0.09
B 2.696880 0.217193 -0.681944 0.42 -0.27 -0.25 -0.41
H 3.506803 0.857169 -0.367800 2.63 2.62 1.91 -0.04
H 3.154699 -0.339739 -1.484735 0.94 -2.54 -2.89 -0.04
H 2.307764 -0.376822 0.130444 -1.02 -2.81 3.46 -0.07
H 1.947217 0.874507 -1.094468 -3.15 3.09 -2.21 -0.07
C 1.735388 4.017708 1.909199 1.26 -0.71 1.11 -0.05
C 1.487765 2.568244 1.492823 0.77 0.07 0.16 -0.43
C 1.227247 1.618539 2.654457 -0.62 1.08 0.56 -0.20
O 1.094783 0.276207 2.286518 0.71 -0.80 -0.27 -0.27
C 1.153471 -0.628355 3.388649 -0.09 -0.08 0.49 -0.07
N 0.344429 2.562108 0.600050 -0.26 -0.22 -0.37 0.02
H 2.207714 4.587305 1.108846 -0.59 0.10 -0.20 0.09
H 2.495490 4.033604 2.690291 0.14 0.02 0.22 0.08
H 0.862253 4.483850 2.365768 -0.17 0.15 -0.39 0.08
H 2.369143 2.152961 1.004142 -0.05 0.20 -0.49 0.12
H 0.272119 1.951001 3.061030 -0.36 0.06 0.66 0.13
H 1.991511 1.766311 3.417452 0.15 -0.16 0.04 0.14
H 1.191451 -1.698028 3.182627 -0.27 0.36 -1.17 0.07
H 0.235080 -0.484127 3.957742 0.23 0.09 0.59 0.10
H 2.081740 -0.501873 3.945797 -0.15 0.67 0.36 0.10
H -0.365438 3.109614 1.065272 -0.49 -0.03 0.11 0.09
H 0.561007 3.103388 -0.224700 0.17 -0.09 -0.37 0.10
C -4.158931 -0.363442 -0.039556 -0.77 1.51 0.22 -0.04
C -2.721424 -0.066476 -0.374678 0.91 -0.10 -0.89 -0.41
C -2.396967 1.011219 -1.473813 0.80 -1.40 1.84 -0.08
O -0.909493 1.045395 -1.716518 -4.53 0.49 0.73 -0.33
C -0.631296 1.734273 -2.889021 0.74 -1.15 -1.50 -0.11
N -1.902329 0.257090 0.821068 -1.02 0.11 0.01 0.01
H -4.697589 0.499857 0.351149 0.09 0.47 0.12 0.08
H -4.182639 -1.065544 0.793865 -0.12 -0.52 -0.47 0.09
H -4.750029 -0.632016 -0.915091 0.21 -0.65 0.11 0.09
H -2.408049 -1.022056 -0.795110 0.73 0.03 0.10 0.10
H -2.690822 1.958092 -1.020839 -0.09 0.42 -0.62 0.13
H -2.967905 0.695640 -2.347048 0.37 0.49 -0.34 0.14
H -0.930343 2.773378 -3.026554 0.17 0.32 0.95 0.10
H -1.176785 1.205922 -3.670935 0.32 -0.08 -0.51 0.10
H 0.434704 1.518460 -2.960919 0.08 0.78 -0.76 0.09
H -2.170646 1.168167 1.164647 0.12 0.77 -0.38 0.09
H -2.241013 -0.290317 1.599359 0.52 -0.95 0.08 0.08
```
Forces are in eV/Å.

***

# C10H26CdCl2N2O3

A structure of composition C10H26CdCl2N2O3 at a distorted geometry (ωB97M-V with the def2-TZVPD basis set, the Open Molecules 2025 dataset).

Output
LUMO level = 0.40 eV
DFT total energy = -1819.983630 Ha
HOMO energy = -8.1 eV
F_max = 2.812 eV/A
energy above the lowest of the compared OMol25 structures with the same formula, charge and spin = 1.1342 eV
gap between HOMO and LUMO = 8.49 eV

Geometry as XYZ:
```
44
Properties=species:S:1:pos:R:3:forces:R:3:lowdin_charge:R:1
Cd 13.930159 -16.191880 -26.114015 0.67 -1.48 -1.16 1.00
Cl 15.133528 -16.366184 -28.196688 0.47 0.28 -0.72 -0.41
Cl 13.726846 -18.617857 -25.564080 -0.22 -0.03 0.37 -0.44
C 12.954521 -15.733396 -22.863203 -0.61 -0.47 0.14 -0.08
O 12.840537 -15.479669 -24.257874 -0.42 1.19 0.74 -0.34
C 11.502761 -15.157282 -24.617196 -0.65 -0.72 -0.88 -0.21
C 11.432163 -14.691967 -26.079213 0.78 0.67 1.26 -0.20
N 11.979101 -15.707788 -26.977322 -2.34 0.00 -0.55 -0.14
C 11.009606 -16.819668 -27.198258 -0.55 -0.40 -0.42 -0.19
C 10.008312 -16.470348 -28.301334 0.33 -0.59 0.56 -0.25
O 10.626441 -16.046921 -29.482202 0.23 0.50 -0.25 -0.18
C 9.676039 -15.913063 -30.529865 -0.34 -0.27 0.51 -0.09
H 13.973320 -15.705798 -22.482306 0.19 0.12 -0.55 0.08
H 12.557137 -16.731811 -22.667270 -0.04 0.02 0.17 0.10
H 12.376472 -14.984221 -22.318136 0.01 -0.03 0.09 0.09
H 11.082098 -14.396977 -23.957517 0.06 0.02 0.04 0.13
H 10.896922 -16.070514 -24.580855 -0.03 0.01 0.57 0.12
H 12.098858 -13.827970 -26.102910 -0.05 0.17 -0.41 0.10
H 10.418705 -14.351387 -26.311147 -0.05 -0.19 0.00 0.13
H 11.960759 -15.292276 -27.909571 0.96 0.07 0.03 0.10
H 10.345755 -17.060611 -26.362826 0.42 0.45 0.47 0.12
H 11.485106 -17.782841 -27.383005 0.58 0.34 -0.26 0.09
H 9.340507 -15.691425 -27.908053 -0.29 -0.09 -0.27 0.12
H 9.481312 -17.418689 -28.474270 -0.46 0.29 -0.06 0.13
H 8.930339 -15.131972 -30.339319 0.13 0.12 0.25 0.09
H 9.129417 -16.860476 -30.559578 -0.04 0.01 -0.58 0.09
H 10.161182 -15.670118 -31.469528 0.27 -0.25 0.08 0.09
C 17.413651 -14.325002 -23.904635 -0.33 0.08 0.16 -0.05
C 16.027511 -14.348377 -24.548802 0.57 -0.33 -0.90 -0.40
C 16.013349 -13.510558 -25.821542 -0.07 -0.64 0.25 -0.23
O 14.689272 -13.463003 -26.317359 -0.54 0.68 0.61 -0.28
C 14.507860 -12.440690 -27.286765 1.27 -0.31 -0.34 -0.09
N 15.670192 -15.752439 -24.898964 1.38 -0.18 2.45 -0.06
H 17.369268 -14.734303 -22.894279 0.06 -0.14 -0.04 0.08
H 17.835589 -13.323276 -23.815445 -0.04 0.02 -0.12 0.08
H 18.068474 -14.949250 -24.513294 0.23 0.13 0.09 0.09
H 15.244968 -13.979170 -23.884520 0.02 0.03 0.03 0.13
H 16.641970 -13.994488 -26.573693 0.21 0.05 -0.11 0.12
H 16.444827 -12.542192 -25.554836 -0.34 0.34 -0.30 0.13
H 13.487190 -12.391258 -27.652486 -0.10 -0.24 0.21 0.08
H 15.189247 -12.677496 -28.111257 -0.28 0.13 -0.31 0.09
H 14.826575 -11.467337 -26.901913 -0.24 0.05 0.20 0.09
H 16.476264 -16.297142 -25.218668 -0.01 0.63 -0.91 0.09
H 15.629961 -16.213041 -23.981882 -0.79 -0.05 -0.16 0.08
```
Forces are in eV/Å.